{"formula": "C46H66N3S2", "method": "ωB97M-V/def2-TZVPD", "species": ["H", "C", "C", "H", "H", "H", "H", "C", "C", "H", "C", "C", "H", "C", "H", "C", "C", "H", "H", "C", "H", "H", "C", "H", "H", "H", "H", "H", "C", "H", "C", "H", "C", "H", "H", "H", "H", "H", "H", "H", "N", "H", "H", "H", "H", "H", "C", "H", "C", "H", "C", "C", "C", "C", "C", "H", "C", "C", "H", "H", "C", "C", "H", "H", "H", "H", "S", "C", "C", "H", "C", "C", "C", "H", "C", "H", "H", "C", "S", "C", "C", "N", "H", "H", "H", "H", "H", "C", "H", "N", "C", "C", "H", "C", "C", "H", "H", "C", "C", "H", "H", "H", "H", "C", "H", "H", "H", "H", "H", "C", "H", "H", "H", "C", "H", "C", "C"], "coordinates": [[-4.65, 0.00, 3.93], [-5.05, -1.07, 1.49], [0.20, 3.08, 2.47], [1.17, 3.53, 2.19], [6.62, -2.64, -5.72], [2.03, -3.52, 5.06], [-1.64, -4.43, 2.27], [-2.70, 0.31, 4.79], [1.27, 1.68, 4.27], [0.78, 2.26, 5.07], [-1.81, 0.68, 2.18], [-0.94, 0.96, 3.26], [2.89, 1.56, 2.26], [3.55, -4.75, 2.17], [-3.03, 0.13, 5.82], [-3.47, 0.02, -2.74], [-1.38, 0.69, 4.55], [2.25, 2.13, 4.08], [-1.80, 3.78, -0.03], [2.10, -2.70, 2.46], [-2.92, -3.09, -0.22], [-2.15, 5.33, -0.80], [6.41, 0.33, -3.95], [7.98, -0.66, -5.02], [-4.39, -1.95, 1.57], [-0.37, 5.07, -2.39], [4.18, -0.66, -0.54], [3.03, -1.05, -3.36], [-0.36, -0.04, 0.19], [1.01, -1.02, -2.09], [0.72, -2.89, 2.42], [1.24, 3.07, -2.22], [-2.87, 3.21, -4.72], [1.43, 0.66, 4.63], [6.64, -2.43, -3.95], [1.77, 1.13, 0.03], [-1.49, -2.18, -0.80], [-5.74, 1.47, 2.27], [3.86, 0.92, -1.31], [-1.66, 4.91, -4.17], [-1.31, 1.34, -1.26], [-5.47, 0.88, -2.60], [6.86, 1.33, -4.03], [-0.66, 5.15, 0.14], [-0.29, 3.72, 3.22], [-1.66, -1.05, -3.22], [3.95, -0.87, -3.91], [3.25, -4.80, 4.99], [3.45, 1.28, 1.35], [-3.09, -2.10, -3.02], [-2.74, -1.14, -3.41], [2.67, -1.63, 1.77], [0.48, -0.98, 0.93], [0.72, 3.54, -1.38], [-1.97, 3.89, -3.90], [4.00, -4.28, 1.29], [3.40, 0.06, -0.81], [-5.21, 1.41, 1.31], [-4.68, 2.35, 1.15], [0.91, 1.09, 2.25], [-3.59, 0.21, 3.74], [-0.34, 0.32, -1.16], [2.72, -5.38, 1.82], [-5.20, -0.08, -4.08], [1.38, 4.30, -0.95], [3.75, -1.48, 1.81], [4.61, 0.69, -4.01], [-4.24, 0.22, 1.32], [-2.12, -3.45, 2.38], [-1.95, -3.08, 3.40], [6.32, -1.98, -4.90], [-1.56, -2.47, 1.36], [0.48, -0.09, -2.22], [2.76, -0.43, -1.55], [-3.18, 0.39, 2.41], [-5.66, -1.02, 2.40], [6.63, -0.10, -2.96], [-1.84, 1.99, -2.44], [4.49, -2.10, -4.92], [3.05, -3.68, 3.15], [-4.98, -0.02, -3.00], [-1.33, 0.74, 0.81], [-0.70, 0.83, 5.39], [-0.44, 3.08, 1.58], [-5.44, -0.89, -2.51], [3.78, 2.19, 0.85], [-3.32, -0.04, -1.65], [-2.85, 1.35, -3.19], [4.33, 0.68, 1.65], [-1.94, 1.56, -0.07], [-1.35, 4.64, -0.54], [2.46, -4.30, 4.42], [-3.73, 0.20, 0.36], [-1.84, -2.93, -0.07], [-1.47, 3.31, -2.74], [4.30, -5.39, 2.64], [6.62, -0.18, -6.05], [1.88, -0.74, 1.04], [2.57, 0.47, 0.40], [1.68, -5.03, 4.20], [0.43, 0.46, -3.16], [-3.25, 3.67, -5.63], [-3.21, -3.57, 2.26], [-0.10, -2.11, 1.60], [-2.11, -1.52, 1.48], [-2.89, -1.10, -4.49], [3.93, -3.09, 3.45], [-5.71, -1.21, 0.62], [-5.95, 1.28, 0.51], [-0.60, 4.17, -1.80], [-1.31, -3.87, -0.28], [0.28, -3.69, 3.02], [-4.07, 1.43, -4.95], [6.89, -0.59, -5.07], [0.55, 2.78, -0.61], [0.39, 1.67, 3.02], [-3.32, 1.95, -4.35]], "lumo_energy_ha": -0.2031, "gap_ev": 2.84, "spin_multiplicity": 1, "energy_ha": -2752.733140, "charge": 1}

{"formula": "C3H4N4", "method": "ωB97M-V/def2-TZVPD", "species": ["H", "H", "H", "N", "C", "C", "C", "N", "N", "H", "N"], "coordinates": [[-1.37, -1.78, 1.49], [-1.04, 3.00, -1.36], [0.14, -2.24, 1.83], [1.12, 1.03, -1.87], [1.66, 0.18, -1.12], [0.18, -0.91, 0.48], [-0.42, -1.42, 1.63], [-0.93, 2.06, -1.55], [1.02, -0.61, -0.30], [-0.39, -0.81, 2.52], [0.03, 1.49, -1.77]], "smiles": "[H]/N=N\\[N+]#C[N+]#CC", "lumo_energy_ha": [-0.4524, -0.4663], "gap_ev": [7.35, 8.05], "e_above_lowest_ev": 0.3606, "spin_multiplicity": 1, "energy_ha": -334.701982, "charge": 2}

{"formula": "C4H15NO3", "method": "ωB97M-V/def2-TZVPD", "species": ["N", "O", "C", "H", "H", "H", "O", "H", "H", "H", "H", "C", "H", "H", "H", "H", "H", "H", "C", "H", "H", "O", "C"], "coordinates": [[0.27, 1.37, -0.16], [-1.73, -0.26, -2.34], [0.28, 0.44, 1.00], [1.81, -2.64, -1.14], [-1.94, -0.05, 3.23], [2.22, 0.75, -0.66], [1.39, -2.54, -1.99], [-2.00, 0.10, -3.19], [2.11, 2.43, -0.68], [1.12, -1.41, 0.23], [1.22, 0.58, 1.53], [1.52, 1.54, -0.92], [-0.04, 2.30, 0.10], [-0.40, -1.59, 1.15], [-0.30, -0.97, -0.54], [1.26, 1.46, -1.97], [-1.78, 0.82, 1.22], [-0.73, 1.88, 2.27], [0.14, -0.97, 0.43], [-0.91, 0.14, -2.05], [0.44, -2.65, -1.96], [-1.01, 0.02, 2.97], [-0.89, 0.89, 1.84]], "smiles": "CN[C@H](C)CO.O.O", "lumo_energy_ha": 0.0289, "gap_ev": 9.83, "e_above_lowest_ev": 1.2978, "spin_multiplicity": 1, "energy_ha": -441.834183}

{"formula": "C16H33N3O2", "method": "ωB97M-V/def2-TZVPD", "species": ["H", "O", "H", "H", "C", "C", "H", "H", "H", "H", "H", "C", "C", "N", "H", "C", "H", "H", "H", "H", "H", "H", "H", "H", "H", "C", "C", "C", "H", "H", "C", "C", "H", "H", "H", "O", "H", "H", "H", "C", "H", "H", "H", "H", "C", "C", "H", "C", "C", "N", "H", "H", "N", "C"], "coordinates": [[-0.59, 4.63, 0.18], [1.56, 1.58, 1.48], [2.84, 3.43, 0.33], [2.08, -3.60, -1.84], [2.61, 4.43, 0.70], [0.30, 4.01, 0.24], [-0.50, -5.07, 1.64], [1.30, 0.40, -2.61], [0.64, -2.93, 0.73], [2.10, 2.02, -1.29], [-4.87, 0.49, 1.39], [-0.70, -0.94, -0.12], [1.10, 1.74, -0.92], [1.65, -0.34, 0.19], [2.59, -0.45, -0.19], [1.45, 1.07, 0.41], [-1.17, -6.20, 0.47], [-0.37, 0.75, -2.22], [-4.15, 1.37, 0.05], [2.83, -2.52, -0.69], [1.59, 4.46, 2.60], [0.51, -6.35, 0.99], [-0.70, -4.20, -0.81], [3.10, 3.57, 2.64], [0.62, -5.28, -1.20], [1.17, -3.65, 0.10], [-0.27, -5.63, 0.74], [2.61, 4.45, 2.23], [-5.14, -1.36, -0.08], [-1.39, 1.11, -0.09], [0.25, 3.01, -0.93], [-4.24, 0.38, 0.51], [1.42, -1.57, -2.52], [-1.09, -1.88, -0.51], [3.11, 5.34, 2.61], [1.39, 4.90, 0.13], [-2.54, 0.40, 1.83], [-2.92, -1.17, 1.16], [-0.79, 2.72, -1.08], [-1.81, 0.11, -0.18], [-5.59, -0.09, -0.98], [3.37, 5.11, 0.30], [0.52, 3.59, -1.81], [-2.32, 0.06, -1.15], [0.65, -0.68, -0.87], [1.86, -2.90, -1.04], [1.92, -4.11, 0.74], [-2.85, -0.10, 0.91], [0.17, -4.70, -0.38], [-4.80, -0.51, -0.51], [0.30, 3.50, 1.20], [-0.45, -1.11, 0.94], [1.02, -1.86, -1.64], [0.61, 0.57, -1.78]], "smiles": "CCCCN[C@]1(CCCCN)C[C@@H](CCOCC)C(=O)N1", "lumo_energy_ha": 0.0228, "gap_ev": 9.61, "e_above_lowest_ev": 0.0000, "spin_multiplicity": 1, "energy_ha": -944.164206}